{
  "formula": "C14H26Cl2HfO2",
  "method": "ωB97M-V/def2-TZVPD",
  "elements": ["C", "C", "C", "C", "C", "C", "C", "C", "C", "C", "Hf", "Cl", "Cl", "O", "H", "H", "H", "H", "H", "H", "H", "H", "H", "H", "H", "H", "H", "H", "H", "H", "O", "H", "C", "C", "C", "C", "H", "H", "H", "H", "H", "H", "H", "H", "H"],
  "coordinates": [[0.238, -1.293, -1.825], [1.093, -0.158, -2.032], [0.265, 0.999, -2.145], [2.541, -0.215, -2.309], [-1.102, 0.591, -2.093], [-1.135, -0.822, -1.879], [-2.337, -1.689, -1.985], [0.643, -2.714, -2.007], [0.735, 2.379, -2.381], [-2.282, 1.451, -2.342], [-0.144, -0.432, 0.417], [2.773, 1.818, 0.152], [1.701, -1.918, 1.072], [-1.391, 1.048, 0.718], [2.936, -1.214, -2.136], [3.047, 0.452, -1.594], [2.782, 0.138, -3.317], [1.680, 2.533, -1.821], [0.003, 3.111, -2.009], [0.900, 2.558, -3.455], [-2.142, 2.433, -1.881], [-3.189, 0.992, -1.935], [-2.429, 1.604, -3.420], [-3.193, -1.217, -1.490], [-2.180, -2.645, -1.477], [-2.607, -1.886, -3.034], [1.632, -2.894, -1.581], [0.666, -2.980, -3.076], [-0.037, -3.398, -1.491], [-2.281, 1.350, 0.534], [-1.441, -1.789, 1.047], [-1.330, -2.740, 1.155], [1.399, 0.784, 4.747], [0.579, 0.140, 3.613], [-0.910, 0.009, 3.965], [0.665, 0.900, 2.307], [1.013, 1.778, 5.020], [2.458, 0.883, 4.464], [1.340, 0.120, 5.618], [1.017, -0.866, 3.427], [-1.347, 1.009, 4.115], [-1.471, -0.505, 3.168], [-1.018, -0.582, 4.881], [0.164, 1.874, 2.364], [1.696, 1.001, 1.928]],
  "lowdin_charge": [-0.412, -0.312, -0.275, -0.107, -0.285, -0.353, -0.084, -0.112, -0.098, -0.066, 1.334, -0.215, -0.023, -0.404, 0.060, -0.052, 0.073, -0.023, 0.068, 0.068, 0.066, 0.064, 0.075, 0.065, 0.056, 0.072, 0.029, 0.074, 0.060, -0.005, -0.414, -0.011, -0.125, -0.578, -0.128, -0.378, 0.061, 0.067, 0.043, 0.065, 0.069, 0.040, 0.048, 0.029, -0.124],
  "energy_ha": -1668.0901,
  "charge": -2
}

=====

{
  "formula": "C18H12N7O6PtSSe",
  "method": "ωB97M-V/def2-TZVPD",
  "elements": ["Pt", "O", "N", "N", "O", "C", "C", "C", "C", "C", "C", "H", "H", "H", "H", "H", "O", "C", "O", "C", "C", "N", "N", "C", "C", "O", "O", "H", "H", "H", "Se", "N", "C", "C", "C", "C", "C", "C", "N", "H", "H", "H", "H", "S", "C", "N"],
  "coordinates": [[-0.290, -1.671, 0.207], [0.205, -1.658, -1.985], [1.019, -0.899, -2.488], [1.384, 0.123, -1.664], [0.857, 0.323, -0.567], [2.414, 1.000, -2.143], [3.033, 1.823, -1.209], [4.039, 2.664, -1.640], [4.414, 2.676, -2.979], [3.786, 1.844, -3.898], [2.778, 0.993, -3.490], [2.745, 1.776, -0.168], [4.541, 3.302, -0.926], [5.205, 3.337, -3.307], [4.084, 1.856, -4.937], [2.275, 0.345, -4.193], [1.808, -0.765, 5.743], [0.527, -1.084, 5.806], [-0.084, -1.168, 6.836], [-0.186, -1.341, 4.511], [-1.539, -1.580, 4.454], [-1.874, -1.715, 3.160], [-0.801, -1.575, 2.370], [0.232, -1.351, 3.167], [1.575, -1.253, 2.508], [2.542, -0.868, 3.147], [1.599, -1.606, 1.265], [2.156, -0.781, 4.821], [-2.251, -1.664, 5.261], [-2.769, -1.935, 2.759], [-3.520, -2.191, -1.297], [-2.408, -1.047, -0.459], [-2.567, 0.137, -1.054], [-1.961, 1.362, -0.641], [-2.215, 2.479, -1.361], [-3.080, 2.476, -2.511], [-3.726, 1.358, -2.901], [-3.502, 0.150, -2.164], [-4.090, -1.000, -2.430], [-1.348, 1.390, 0.247], [-1.772, 3.419, -1.050], [-3.231, 3.400, -3.055], [-4.407, 1.345, -3.742], [-0.427, -4.175, 0.271], [-2.022, -4.152, 0.726], [-3.150, -4.099, 1.004]],
  "lowdin_charge": [1.065, -0.125, 0.071, -0.152, -0.026, -0.157, 0.015, -0.040, -0.036, -0.047, 0.001, 0.127, 0.121, 0.119, 0.119, 0.115, 0.151, -0.491, 0.128, -0.027, 0.035, 0.053, -0.055, -0.129, -0.552, 0.093, -0.164, 0.071, 0.155, 0.152, 1.183, -0.342, -0.373, -0.044, -0.039, -0.050, -0.002, -0.366, -0.209, 0.107, 0.118, 0.116, 0.126, 0.865, -0.796, 0.113],
  "spin_multiplicity": 5,
  "energy_ha": -4446.3312,
  "charge": 1,
  "s2": 6.045
}

=====

{
  "formula": "C27H35KN6O3",
  "method": "ωB97M-V/def2-TZVPD",
  "elements": ["K", "O", "C", "C", "C", "C", "C", "C", "C", "N", "C", "C", "N", "C", "C", "C", "C", "C", "C", "C", "O", "H", "H", "H", "H", "H", "H", "H", "H", "H", "H", "H", "H", "H", "H", "N", "C", "N", "C", "C", "O", "C", "C", "H", "H", "H", "H", "H", "H", "H", "H", "C", "C", "N", "C", "C", "N", "C", "C", "H", "H", "H", "H", "H", "H", "H", "H", "H", "H", "H", "H", "H"],
  "coordinates": [[0.367, -0.204, -0.166], [-0.833, 1.758, 0.585], [-1.342, 2.681, -0.141], [-2.612, 3.256, 0.182], [-3.185, 4.256, -0.569], [-2.547, 4.763, -1.713], [-1.330, 4.221, -2.064], [-0.706, 3.207, -1.321], [0.551, 2.684, -1.856], [1.293, 1.797, -1.322], [2.432, 1.304, -2.087], [3.558, 0.827, -1.167], [3.109, -0.286, -0.343], [3.688, -1.413, -0.494], [3.344, -2.674, 0.164], [4.342, -3.664, 0.166], [4.174, -4.893, 0.764], [2.934, -5.164, 1.370], [1.918, -4.240, 1.358], [2.049, -2.947, 0.745], [1.079, -2.126, 0.725], [-3.113, 2.864, 1.061], [-4.148, 4.658, -0.273], [-3.000, 5.548, -2.303], [-0.822, 4.582, -2.955], [0.830, 3.104, -2.836], [2.822, 2.054, -2.789], [2.113, 0.440, -2.684], [3.837, 1.666, -0.521], [4.432, 0.575, -1.783], [4.557, -1.477, -1.169], [5.286, -3.433, -0.321], [4.966, -5.629, 0.757], [2.772, -6.128, 1.841], [0.953, -4.465, 1.799], [-1.708, -0.901, -1.799], [-2.727, -1.139, -2.290], [-3.907, -1.373, -2.865], [-3.934, -2.022, -4.179], [-5.298, -2.649, -4.366], [-6.327, -1.685, -4.201], [-6.303, -1.123, -2.898], [-4.992, -0.413, -2.643], [-3.153, -2.778, -4.217], [-3.756, -1.285, -4.969], [-5.429, -3.464, -3.646], [-5.395, -3.045, -5.374], [-6.446, -1.909, -2.148], [-7.130, -0.419, -2.840], [-4.939, -0.045, -1.621], [-4.892, 0.435, -3.328], [2.574, -0.007, 4.366], [2.303, -0.594, 2.954], [1.311, 0.220, 2.280], [1.805, 1.570, 2.047], [2.154, 2.233, 3.404], [1.756, 1.256, 4.485], [0.283, 0.936, 4.388], [0.059, 0.241, 3.019], [3.614, 0.273, 4.528], [2.254, -0.665, 5.173], [1.937, -1.616, 3.024], [3.210, -0.610, 2.350], [1.030, 2.118, 1.508], [2.686, 1.508, 1.411], [1.603, 3.155, 3.588], [3.218, 2.422, 3.536], [1.936, 1.680, 5.389], [-0.249, 1.882, 4.473], [0.040, 0.309, 5.244], [-0.675, 0.788, 2.423], [-0.280, -0.787, 3.156]],
  "lowdin_charge": [0.797, -0.235, -0.393, -0.040, -0.119, -0.132, -0.083, -0.141, -0.120, -0.061, -0.228, -0.235, -0.010, -0.120, -0.149, -0.087, -0.135, -0.118, -0.039, -0.422, -0.256, 0.097, 0.092, 0.084, 0.100, 0.118, 0.110, 0.121, 0.102, 0.105, 0.116, 0.100, 0.083, 0.092, 0.100, 0.151, -0.248, -0.101, -0.120, -0.192, -0.127, -0.191, -0.117, 0.134, 0.133, 0.129, 0.128, 0.129, 0.128, 0.135, 0.136, -0.048, -0.128, -0.209, -0.136, -0.044, -0.096, -0.047, -0.129, 0.127, 0.127, 0.122, 0.126, 0.105, 0.103, 0.130, 0.127, 0.176, 0.131, 0.126, 0.101, 0.137],
  "de_lowest_kj_mol": 0.0
}

=====

Number 1: maximum force 2.613 eV/Å. Number 2: maximum force 1.299 eV/Å. Number 3: maximum force 2.094 eV/Å.